Entry from the Open Molecules 2025 dataset: the ion C8H20N3O3 with charge +1 in a non-equilibrium geometry (the ωB97M-V functional and the def2-TZVPD basis).

Last column: Mulliken charge in e.
Positions of all 34 atoms, in Å:
C (0.803, 3.349, 1.507)  -1.186
C (0.770, 2.452, 0.219)  -0.196
O (-0.351, 1.449, 0.160)  -0.235
C (-0.103, 0.186, 0.453)  -0.741
N (0.391, -0.024, 1.945)  -0.035
N (0.826, -0.603, -0.296)  0.503
N (2.141, -0.175, -0.292)  -0.933
C (3.124, -1.106, 0.194)  -0.860
C (0.118, -1.228, -1.431)  -0.700
C (-1.107, -1.831, -0.644)  -0.921
C (-1.441, -0.705, 0.316)  1.375
O (-1.767, -1.073, 1.648)  -0.651
O (-2.436, 0.120, -0.144)  -0.303
C (-3.782, -0.449, -0.246)  -0.907
H (1.269, 2.741, 2.306)  0.319
H (1.330, 4.278, 1.286)  0.377
H (-0.137, 3.705, 1.817)  0.344
H (1.675, 1.982, 0.040)  0.287
H (0.512, 2.946, -0.750)  0.391
H (-0.379, -0.590, 2.227)  0.340
H (0.244, 0.876, 2.438)  0.363
H (1.265, -0.529, 2.028)  0.214
H (2.473, 0.155, -1.206)  0.308
H (4.021, -0.579, -0.078)  0.409
H (3.157, -1.130, 1.306)  0.271
H (2.966, -2.098, -0.326)  0.241
H (0.855, -2.007, -1.720)  0.372
H (0.039, -0.611, -2.345)  0.313
H (-1.834, -2.166, -1.403)  0.406
H (-0.759, -2.671, -0.090)  0.317
H (-2.769, -1.323, 1.717)  0.469
H (-4.277, -0.140, -1.151)  0.296
H (-4.454, -0.242, 0.641)  0.269
H (-3.653, -1.449, -0.311)  0.485

Values from the calculation:
calculated total energy = -19223.6744 eV
charge = +1
orbital gap = 10.0 eV
SMILES string = CCO[C@]1([NH3+])N(NC)CC[C@]1(O)OC
energy relative to the best compared isomer or geometry (same formula, charge and spin) = 109.0 kJ/mol